A gas-phase ion, C7H10N3O2 (charge +1) at a distorted geometry, computed with ωB97M-V with the def2-TZVPD basis set.

```
22
C7H10N3O2 (ωB97M-V with the def2-TZVPD basis set)
N 4.16704 -1.02420 0.15792
C 3.09218 -0.17457 0.11673
O 3.10437 0.88607 0.87754
N 2.00654 -0.32138 -0.75053
N 1.04375 0.56986 -0.77528
O 0.06218 0.18194 0.52228
C -1.18770 -0.02511 0.17372
C -1.91219 0.51490 -0.84954
C -3.27453 0.23921 -0.96840
C -3.95986 -0.46481 0.01038
C -3.22048 -1.09052 1.02476
C -1.84578 -0.84003 1.08822
H 4.31018 -1.99738 -0.22824
H 5.00767 -0.69490 0.69190
H 2.19317 1.42054 1.00067
H 1.92340 -1.25452 -1.19920
H 0.28536 0.60676 -1.52777
H -1.33612 1.00340 -1.59472
H -3.77202 0.76488 -1.79156
H -5.03571 -0.76598 -0.04357
H -3.85117 -1.85876 1.58810
H -1.36910 -1.42252 1.90553
```

Calculated values
Total charge: +1
Kohn-Sham gap: 7.613 eV
E_HOMO: -11.750 eV
ΔE to the lowest compared entry with this formula, charge and spin: 3.779 eV
LUMO: -4.14 eV
SMILES: N/C(O)=[NH+]/NOc1ccccc1